(1)
42
Properties=species:S:1:pos:R:3:nbo_charge:R:1 method="wB97M-V/def2-TZVPD" charge=+1 lumo_ev=-3.87
K 1.1729 -0.0355 3.6133 0.978
K -1.2458 5.0272 1.5465 0.995
K -3.1497 1.8107 -0.9983 0.981
K 2.6386 1.7017 -3.2915 0.981
N 1.2903 0.3390 0.9646 -1.228
S 1.1686 1.9418 0.4957 2.455
O 0.5091 2.8232 1.4241 -0.951
O 1.1205 2.2059 -0.9248 -0.919
F 2.7105 2.2846 0.7923 -0.509
S 0.2414 -0.3345 0.0034 2.483
O 0.8380 -0.9196 -1.1519 -0.855
O -1.0281 0.3345 -0.1244 -0.966
F -0.1909 -1.5959 0.8729 -0.489
N 0.2917 1.5572 -4.7938 -1.142
S -0.6019 2.7238 -3.9092 2.406
O -1.2269 2.3163 -2.6889 -0.967
O -1.2980 3.6485 -4.7451 -0.865
F 0.6944 3.6046 -3.4572 -0.534
S -0.8406 0.4820 -4.7972 2.430
O -2.0513 0.7852 -5.5257 -0.892
O -0.9015 -0.2654 -3.5798 -0.917
F -0.1588 -0.5330 -5.8439 -0.499
C -2.7838 -0.7321 2.9281 0.720
F -2.8852 -1.0745 1.6536 -0.313
F -3.7320 -1.3434 3.5867 -0.289
F -1.5915 -1.1723 3.3912 -0.354
S -2.8487 1.1457 3.1676 2.300
O -3.9549 1.4183 4.0735 -0.937
O -1.5258 1.3580 3.7291 -1.039
O -3.0900 1.8127 1.8717 -1.068
O 3.8168 -0.1116 -0.8525 -0.928
H 4.4252 0.6233 -1.0012 0.459
H 3.2121 0.2087 -0.1784 0.468
O -0.5079 -4.7095 2.2198 -0.941
H -1.3078 -5.1333 1.8828 0.488
H -0.8165 -3.8889 2.6238 0.472
O 1.2704 -4.2343 0.1270 -0.965
H 1.9974 -4.7038 0.5455 0.464
H 0.5976 -4.1401 0.8335 0.484
O 3.0029 -2.0476 1.8545 -0.934
H 3.8183 -1.9131 2.3550 0.470
H 2.9212 -1.2643 1.3072 0.469

(2)
17
Properties=species:S:1:pos:R:3:mulliken_spin:R:1 method="wB97M-V/def2-TZVPD" multiplicity=6 e_above_lowest_ev=0.4787 charge=+1 lumo_ev="-4.24 / -5.45"
Fe 0.0085 -0.1085 0.1690 3.980
C 0.8776 -1.0573 2.3104 -0.059
O -0.2775 -1.0436 1.9297 0.337
O 1.2794 -1.4894 3.3284 0.251
O 1.5987 -0.5320 1.4454 0.377
O -0.4441 1.8151 0.9134 0.030
H -0.9331 2.5187 0.4867 0.001
H -0.3200 2.1199 1.8123 0.000
O 1.2274 0.7806 -1.2545 0.022
H 1.4758 0.4750 -2.1269 0.002
H 1.2797 1.7347 -1.3106 0.000
O -1.6455 0.3564 -1.0709 0.021
H -2.5816 0.4718 -0.9077 0.002
H -1.5733 0.2982 -2.0236 -0.001
O 0.0992 -1.7947 -1.0262 0.032
H 0.4657 -2.0688 -1.8669 0.003
H -0.5368 -2.4760 -0.8081 0.001

(3)
13
Properties=species:S:1:pos:R:3:mulliken_spin:R:1 method="wB97M-V/def2-TZVPD" multiplicity=2 e_above_lowest_ev=0.0000 charge=-1 lumo_ev="4.07 / 3.91"
N -0.2086 -0.1256 -1.7917 0.033
C 0.5395 -1.0967 -1.2217 3.247
N 1.2155 -1.1216 -0.1171 -0.458
H -0.3956 0.6826 -1.2169 0.045
H -0.9145 -0.4223 -2.4649 -0.704
H 0.3027 -2.0375 -1.7283 -0.842
H 1.1572 -2.0928 0.1774 -0.242
H 1.0411 0.6472 0.3896 -0.043
H 1.1409 2.0993 0.5220 0.069
O 0.4525 1.4239 0.5833 -0.228
H -0.9661 0.8323 2.8599 -0.022
H -1.5802 0.2886 1.6486 -0.064
O -1.7845 0.9225 2.3598 0.210

(4)
13
Properties=species:S:1:pos:R:3:nbo_charge:R:1 method="wB97M-V/def2-TZVPD" smiles="[H]/N=C/N.O.O" e_above_lowest_ev=1.6544 charge=0 lumo_ev=0.98
H 1.6701 -1.0892 1.3630 0.344
N 1.4267 -0.1012 1.7305 -0.738
C 2.5923 0.4121 2.0899 0.262
N 2.6466 1.5109 2.9663 -0.818
H 3.4804 -0.2493 2.0313 0.163
H 1.6723 1.8922 3.1941 0.410
H 3.4216 2.0160 2.7964 0.379
O -4.8007 -1.0234 -4.9543 -0.901
H -4.4936 -1.4572 -5.7032 0.450
H -5.1910 -1.8760 -4.7879 0.451
O -0.5736 -0.3023 -0.5725 -0.945
H -1.3271 -0.8979 -0.3999 0.459
H -0.3047 -0.0731 0.3042 0.483

(5)
14
Properties=species:S:1:pos:R:3:nbo_charge:R:1 method="wB97M-V/def2-TZVPD" e_above_lowest_ev=9.7974 charge=0 lumo_ev=-5.50
N 1.3019 -0.1124 1.4704 -0.404
C 1.9999 0.7532 0.7687 0.143
N 1.7132 1.1579 -0.4752 -0.421
O 0.0267 -1.6277 -0.7216 -0.780
H 2.9740 1.1474 1.1841 0.160
H 1.7733 -0.5487 2.3033 0.378
H -0.8075 -1.3380 -1.0635 0.493
H 2.3334 1.8995 -0.8913 0.366
H -2.3985 -0.1551 -0.1299 0.504
H -2.7970 -1.0797 -2.1769 0.451
O -2.2900 0.2904 0.7630 -0.946
H -2.0981 1.2488 0.8280 0.470
H 0.4700 -0.8609 -0.3287 0.474
O -2.2014 -0.7749 -1.5305 -0.887

(6)
14
Properties=species:S:1:pos:R:3:nbo_charge:R:1 method="wB97M-V/def2-TZVPD" e_above_lowest_ev=1.7234 charge=+1 lumo_ev="-4.90 / -4.90"
C -1.1975 -0.1990 1.4185 -0.386
N 2.1961 -0.8463 -2.8879 -1.187
N -1.5116 0.2504 2.8877 -0.719
O 0.8987 1.2971 -2.9767 -0.985
P 1.8332 0.3685 -1.9195 1.567
S 0.5551 -0.6179 1.2618 -0.515
H -1.4847 0.4092 0.5952 0.223
H -1.8215 -1.1582 1.4366 0.194
H 2.6794 -1.7544 -2.8457 0.477
H 1.8404 -0.8426 -3.9009 0.457
H -1.4506 -0.6400 3.4162 0.443
H -0.7843 0.8879 3.2290 0.448
H -2.5174 0.5631 3.0189 0.434
H 0.7648 2.2822 -2.7332 0.549

(7)
13
Properties=species:S:1:pos:R:3:nbo_charge:R:1 method="wB97M-V/def2-TZVPD" smiles="[H]/N=[Si](/C)N.O" e_above_lowest_ev=3.3546 charge=0 lumo_ev=0.31
H -1.1286 -1.2384 -1.8535 0.372
N -0.7689 -0.4638 -1.4500 -1.386
Si 0.4465 -0.3842 -0.3749 1.943
C 1.0986 1.2467 0.0479 -1.216
N 1.4316 -1.5736 0.4116 -1.288
H 1.3807 1.9440 -0.8183 0.284
H 0.1200 1.6553 0.5503 0.283
H 1.9117 1.2800 0.7597 0.249
H 1.1564 -2.5857 0.4633 0.416
H 1.8846 -1.2214 1.2114 0.396
O -2.4674 0.5918 0.7177 -1.013
H -1.7291 0.1091 0.1297 0.483
H -3.3362 0.6401 0.2050 0.477

(8)
12
Properties=species:S:1:pos:R:3:nbo_charge:R:1 method="wB97M-V/def2-TZVPD" e_above_lowest_ev=0.7237 charge=+1 lumo_ev=-4.91
C -1.1023 0.6699 0.5033 0.004
N 1.5277 -0.6323 -0.0141 -1.103
N -0.6662 1.6730 -0.1911 -0.624
P -2.2743 -0.5469 -0.0246 0.419
H -0.8345 0.6706 1.5592 0.250
H 2.1015 -0.1801 -0.7194 0.373
H 1.3475 -1.5736 -0.3497 0.372
H -0.0883 2.3976 0.2220 0.437
H 2.1209 -0.7474 0.7976 0.377
H -0.8606 1.7624 -1.1825 0.426
H -1.7615 -0.7713 -1.3004 0.025
H -1.7145 -1.6082 0.6776 0.045

(9)
13
Properties=species:S:1:pos:R:3:nbo_charge:R:1 method="wB97M-V/def2-TZVPD" smiles=NCN.SS e_above_lowest_ev=0.3382 charge=0 lumo_ev=0.44
N 0.4589 -0.0266 0.1898 -0.872
C 0.4404 -0.3086 1.5996 -0.061
N 1.4699 0.2057 2.4746 -0.862
H 0.3745 0.9020 -0.1986 0.363
H 1.1903 -0.4884 -0.3414 0.355
H -0.5523 -0.0767 1.9827 0.179
H 0.5185 -1.3944 1.7062 0.179
H 2.3733 -0.1882 2.3047 0.359
H 1.4916 1.2018 2.6338 0.360
S -1.4954 0.1473 -4.0855 -0.133
S -2.9933 -0.1935 -2.7596 -0.113
H -0.4687 -0.5997 -3.6167 0.122
H -2.8076 0.8195 -1.8897 0.123

(10)
13
Properties=species:S:1:pos:R:3:mulliken_spin:R:1 method="wB97M-V/def2-TZVPD" multiplicity=2 e_above_lowest_ev=1.2164 charge=+1 lumo_ev="-6.13 / -8.90"
S 1.3811 1.9150 2.5570 0.448
S -0.5257 1.2706 2.1918 0.541
H 1.6260 2.4216 1.2915 -0.001
H -0.9033 1.0249 0.8802 -0.005
N -0.9390 -1.5284 -0.2604 0.018
C 0.2704 -0.7406 -0.5582 0.026
N 0.1703 0.0895 -1.7266 0.005
H -1.7249 -0.9229 -0.0383 0.001
H -0.7502 -2.1224 0.5443 -0.003
H 0.7352 -0.3254 0.3497 -0.027
H 1.0541 -1.4248 -0.8994 -0.001
H 0.1306 -0.4796 -2.5570 0.000
H -0.5245 0.8225 -1.7747 0.000

Max |F|: 6.3; 7.6; 2.1; 5.5; 3.1; 3.9; 4.8; 1.0; 1.4; 2.2 (eV/Å)